1.
This record from OMol25 describes a 2-piece molecular cluster, C9H21NSi overall in a non-equilibrium geometry. The level of theory is ωB97M-V/def2-TZVPD.

Properties
HOMO energy (spin up / spin down)   -5.2 / -8.5 eV
Gap between HOMO and LUMO (spin up / spin down)   5.77 / 6.63 eV
Total charge   0
2S+1   3
Expectation value of S²   2.007
LUMO level (spin up / spin down)   0.53 / -1.84 eV

Geometry as XYZ:
```
32
Properties=species:S:1:pos:R:3:forces:R:3
C 1.532951 2.950112 0.776593 3.1129 -1.0922 0.9423
C -1.672673 1.413218 0.620944 2.7909 -0.0114 -0.5851
C -3.063565 0.084243 -1.136688 1.9476 -3.2588 -0.5619
C -1.651731 -1.499230 1.215314 0.4005 0.4391 -0.8181
C -0.496665 -1.921105 -1.008175 2.7763 -4.3963 -5.4344
C 2.434232 -1.322731 1.176364 1.8852 0.8428 -0.9520
C 2.749211 -0.353273 -1.601484 0.1826 -0.7442 -1.7020
C -1.645561 0.335348 -0.514800 1.0836 -1.2887 -0.1739
C -1.041470 -1.071432 -0.080923 -2.9819 6.4716 4.8481
N 1.549756 1.493766 0.883599 0.6631 -0.5817 -1.5051
Si 2.147563 0.238186 0.033701 -0.6937 -0.4841 3.1015
H 0.754594 3.463052 0.339735 -2.4087 0.4261 -1.2712
H 1.575918 3.358744 1.806382 0.3862 -0.0452 -0.5084
H -0.551052 1.724228 0.818358 -2.3944 -0.8156 -0.1993
H -2.080672 2.194162 0.003644 -0.7103 1.0951 0.7759
H -2.139402 1.228296 1.627277 -0.0243 0.0096 -1.4678
H -3.847117 -0.158181 -0.470858 -0.9315 0.8240 1.1939
H -3.045246 -0.954217 -1.624492 0.4011 1.1665 0.0338
H -3.283855 0.738254 -1.930550 -0.6336 1.1260 -0.6013
H -1.356028 -2.463593 1.536802 0.4764 -1.0344 0.3322
H -1.502836 -0.784450 2.022389 0.3121 0.0656 -0.0277
H -2.715180 -1.527207 1.086877 -1.1726 -0.1961 -0.0102
H -0.335706 -1.541659 -2.063702 -0.3725 -0.8053 1.3211
H 2.420980 3.236796 0.163037 -0.4332 0.3901 0.8095
H -0.048985 -2.914585 -0.735308 -0.3410 1.2485 -0.3315
H 1.733073 -1.321248 1.950287 -1.7929 -0.3080 0.7970
H 2.394431 -2.170361 0.476829 -0.1756 -0.1296 0.6778
H 3.370898 -1.403672 1.827176 -0.6362 0.4431 -1.4933
H 2.085845 -1.010154 -2.245847 0.0173 1.4633 0.5777
H 3.330443 0.368912 -2.207461 -0.5452 -0.3819 0.1341
H 3.411553 -1.178164 -1.341134 0.6650 0.2637 0.4264
H -1.013697 0.767938 -1.403873 -0.8532 -0.7018 1.6717
```
Positions in Å, forces in eV/Å.

=====

2.
This record from OMol25 describes C9H21O10V as an isolated structure in a non-equilibrium geometry. The level of theory is ωB97M-V/def2-TZVPD.

Properties
HOMO energy (spin up / spin down)   -12.4 / -12.7 eV
Gap between HOMO and LUMO (spin up / spin down)   9.17 / 5.29 eV
Total charge   +1
2S+1   4
Expectation value of S²   3.767
LUMO level (spin up / spin down)   -3.24 / -7.38 eV

Geometry as XYZ:
```
41
Properties=species:S:1:pos:R:3:forces:R:3
V -23.735380 13.542270 -15.796290 -0.4972 -0.6904 2.2471
O -24.426390 11.960760 -16.754980 0.7162 0.9689 -0.1347
H -24.419500 11.310810 -17.484390 0.3106 0.7114 0.6981
O -23.502830 14.722490 -14.236090 0.0836 -0.3083 -1.0638
H -22.992760 14.858440 -13.413970 -0.1073 -0.4003 -1.0083
O -22.313750 14.155200 -17.109560 -0.3700 0.4230 -0.1098
H -21.369990 14.401850 -17.164290 -0.3943 -0.3241 0.1926
C -26.126520 18.166580 -16.748560 -2.7740 1.5318 -1.6284
O -25.410020 17.021820 -16.517140 1.1386 -3.4474 1.0365
C -25.966640 15.803420 -16.451890 0.1322 -0.9290 -0.9543
O -25.255920 14.767090 -16.474340 -1.6159 2.2617 0.2635
O -27.334740 15.769170 -16.517190 2.9003 2.0007 0.0140
C -28.020520 14.590300 -16.348100 -1.7598 -3.2125 0.8152
H -25.584690 19.111820 -16.716300 0.6199 -0.6108 0.7870
H -27.049910 18.195720 -16.170130 0.2456 0.2241 0.3054
H -26.454800 18.131030 -17.787350 -0.2098 0.0034 -0.1954
H -27.455010 13.665730 -16.464080 0.5366 0.3739 -0.2105
H -28.920530 14.455380 -16.948010 0.4616 0.8601 -1.0121
H -28.524170 14.479920 -15.387760 0.6671 0.6488 0.7014
C -26.443890 14.506670 -12.227660 1.0263 0.0044 0.0929
O -26.783690 13.165720 -12.598540 -1.5727 -0.7208 0.7677
C -26.132290 12.378390 -13.407150 1.6578 0.6106 -2.2242
O -25.335150 12.776350 -14.277410 -0.9119 -0.7708 1.0904
O -26.485520 11.108980 -13.238020 -0.6859 2.2548 1.7648
C -26.002760 10.062130 -13.998910 0.2942 -1.0619 -1.4838
H -25.591440 14.801870 -12.839450 0.0882 0.2808 0.2618
H -26.246930 14.465430 -11.156390 0.5523 -0.0813 -0.1226
H -27.244170 15.245190 -12.275040 -0.4550 -0.6098 -0.7979
H -25.015470 9.709270 -13.700830 -0.0228 0.1863 0.2849
H -25.952850 10.327820 -15.054850 0.0124 0.0785 -0.0438
H -26.745210 9.276570 -13.858340 0.2641 -0.0903 -0.0766
C -19.923770 12.792980 -15.381490 1.7464 1.0367 0.2513
C -21.019040 11.938470 -15.011910 -0.3398 -0.7316 -0.1785
O -22.150820 12.364370 -14.910510 -1.2167 -0.3288 -0.1394
C -20.661380 10.503770 -14.828540 -1.2447 -0.3426 1.5503
H -19.012270 12.282300 -15.070900 0.2385 0.3635 -0.5065
H -19.955570 13.749630 -14.860050 -0.2073 0.1316 -0.2126
H -19.948450 12.942120 -16.460950 0.2757 -0.0369 -0.0627
H -20.989560 9.916300 -15.686020 0.5775 0.0204 -0.2257
H -21.312060 10.148620 -14.029420 -0.2259 -0.1678 0.0749
H -19.658070 10.354180 -14.429670 0.0654 -0.1100 -0.8081
```
Positions in Å, forces in eV/Å.

=====

3.
This record from OMol25 describes C9H22Al2N3O4 as an isolated structure in a non-equilibrium geometry. The level of theory is ωB97M-V/def2-TZVPD.

Properties
HOMO energy   -23.4 eV
Gap between HOMO and LUMO   2.42 eV
Total charge   +5
LUMO level   -20.99 eV

Geometry as XYZ:
```
40
Properties=species:S:1:pos:R:3:forces:R:3
Al -4.206539 -5.528503 0.889733 0.4366 0.0002 -0.1502
Al -4.543767 -8.129751 -2.935906 0.2166 -0.0136 -0.0630
O -2.650398 -7.339172 -0.801591 -1.1156 -0.0053 0.0088
H -1.736636 -7.651446 -0.853291 0.0744 0.2554 0.1179
C -0.944238 -5.830118 3.570456 -1.5148 0.6991 -0.1234
O -1.606994 -5.769943 2.539772 0.9205 -0.2870 0.7403
N 0.184672 -6.618787 3.690350 1.4801 -0.4625 0.4099
C 0.974036 -6.551825 4.935393 -0.1144 0.6621 -1.6934
C 0.684744 -7.411575 2.626182 -0.0530 -0.3972 -0.1716
H -1.156608 -5.323162 4.519273 -0.2753 0.3361 -0.2812
H 0.653672 -5.781758 5.634038 -0.5486 -0.4185 0.1796
H 1.940491 -6.177377 4.541818 0.4522 -0.2946 0.3367
H 1.117990 -7.584603 5.273530 0.1784 0.0427 0.3946
H 1.714536 -7.176483 2.313423 0.2091 0.5139 0.3545
H 0.857765 -8.418372 3.039361 -0.1293 -0.2323 -0.0013
H 0.078646 -7.407384 1.728845 -0.3957 0.1023 0.2864
C -0.782441 -9.202616 -3.235132 -0.2713 1.0422 -0.7797
O -1.873240 -9.720145 -3.058931 0.5500 0.0303 0.3996
N 0.417343 -9.780913 -2.877105 -0.3699 -1.2088 0.2635
C 1.687826 -9.195303 -3.198096 0.2086 0.1975 0.1160
C 0.380528 -11.063877 -2.238515 0.5697 -0.2843 0.2428
H -0.624209 -8.224824 -3.707452 -0.2248 -0.0174 -0.0594
H 2.170419 -8.970062 -2.233196 0.3174 -0.1455 0.0186
H 1.683825 -8.280768 -3.789340 -0.5944 -0.0630 -0.0511
H 2.325315 -9.937835 -3.701780 0.0370 -0.1597 0.1271
H -0.345893 -11.190159 -1.425735 -0.2149 0.6589 -0.0200
H 0.008151 -11.831647 -2.940611 0.2365 -0.0171 -0.3484
H 1.366894 -11.317040 -1.857822 0.0542 -0.1547 -0.2792
C -4.460342 -12.077876 -1.468115 -0.7635 -0.6080 -1.5461
O -4.762459 -11.140065 -2.176763 0.4175 0.2241 1.0204
N -4.073795 -11.971888 -0.140731 1.5063 -0.3344 0.5899
C -4.136498 -10.776778 0.613590 -1.1423 1.3804 -0.4903
C -3.315720 -13.062535 0.421989 0.6437 0.4355 0.3793
H -4.459717 -13.118786 -1.814158 0.0410 0.0654 -0.1311
H -4.532125 -10.975132 1.615401 0.3465 -0.0995 0.1259
H -4.764909 -10.035127 0.116742 -0.4938 -0.4650 -0.0712
H -3.207111 -10.181157 0.651548 0.5163 -0.7583 0.2319
H -2.445703 -12.613247 0.924375 -0.1855 0.1180 0.3797
H -3.884537 -13.541332 1.240252 -0.0895 -0.2003 -0.0250
H -2.861413 -13.783072 -0.257312 -0.9163 -0.1368 -0.4379
```
Positions in Å, forces in eV/Å.

=====

Results for ΔE to the lowest compared entry with this formula, charge and spin: 1.436, 0.592, 0.000 (in eV, following the order of the records).
Results for calculated total energy: -699.492441, -2051.631380, -1303.548189 (in Eh, following the order of the records).